# 1
{
  "formula": "C3H8BNO4Ti",
  "method": "ωB97M-V/def2-TZVPD",
  "e_above_lowest_ev": 0.000,
  "total_charge": 2,
  "homo_lumo_gap_ev": 7.03,
  "e_homo_ev": -18.03,
  "elements": ["C", "C", "O", "B", "O", "O", "C", "N", "O", "H", "H", "H", "H", "H", "H", "H", "H", "Ti"],
  "xyz": [[2.6563, 0.2379, -0.4936], [1.7394, 0.7649, 0.5782], [0.6611, -0.2328, 0.8690], [-0.2692, -0.5772, 0.0034], [-0.8572, -1.8963, 0.4157], [-0.8033, 0.0522, -1.0486], [-2.0450, 0.6734, -1.0799], [-2.8739, 0.4613, 0.0763], [-2.3718, 1.3297, -1.9963], [3.4514, 0.9722, -0.6359], [3.1259, -0.6997, -0.1994], [2.1515, 0.1277, -1.4553], [2.2534, 0.8965, 1.5249], [1.2730, 1.7151, 0.3211], [-0.7779, -2.6075, -0.2460], [-3.2560, -0.4618, 0.2164], [-2.6678, 1.0079, 0.8994], [-1.3899, -1.7633, 2.2506]]
}

---

# 2
{
  "formula": "C3H5FOS",
  "method": "ωB97M-V/def2-TZVPD",
  "e_above_lowest_ev": 2.966,
  "homo_lumo_gap_ev": 9.75,
  "e_homo_ev": -9.49,
  "elements": ["C", "C", "C", "H", "H", "H", "H", "H", "O", "F", "S"],
  "xyz": [[-0.0611, -0.1405, 0.7605], [0.1580, 1.4723, 0.5508], [-1.5997, -0.2711, 0.3041], [1.3430, -0.6652, -1.6091], [-0.3018, -0.3346, 1.7687], [-0.6697, 1.9794, 1.0400], [1.2000, 1.8415, 1.1415], [-2.3890, 0.6536, 0.5142], [-1.9015, -1.1129, -0.5433], [0.2533, 1.7268, -0.8863], [1.4229, -1.0298, -0.0140]]
}

---

# 3
{
  "formula": "C12H21Br2N2O9PSc",
  "method": "ωB97M-V/def2-TZVPD",
  "e_above_lowest_ev": 0.000,
  "total_charge": 1,
  "homo_lumo_gap_ev": 10.28,
  "e_homo_ev": -12.72,
  "elements": ["Sc", "O", "C", "O", "C", "C", "C", "C", "C", "O", "C", "C", "O", "O", "H", "H", "H", "H", "H", "H", "H", "H", "Br", "C", "Br", "H", "H", "O", "C", "O", "H", "N", "C", "P", "O", "O", "C", "N", "H", "H", "H", "H", "H", "H", "H", "H", "H", "H"],
  "xyz": [[-0.8892, 0.0342, -0.3169], [2.6456, 1.0617, 0.9352], [1.8012, 1.1478, 0.0489], [1.1649, 0.1256, -0.4224], [1.3552, 2.5112, -0.4670], [0.6245, 2.4014, -1.8085], [0.3660, 3.7748, -2.4157], [-0.7748, 4.3187, -1.5211], [-0.9610, 3.1795, -0.5289], [-0.7172, 1.9977, -1.3661], [0.2149, 3.1117, 0.4561], [-0.0914, 2.2066, 1.6418], [0.3544, 2.4046, 2.7463], [-0.8188, 1.1437, 1.3383], [2.2167, 3.1739, -0.4964], [1.0163, 1.6465, -2.4821], [0.0473, 3.6801, -3.4514], [1.2625, 4.3920, -2.3918], [-1.6860, 4.4788, -2.0933], [-0.5221, 5.2484, -1.0149], [-1.9453, 3.0964, -0.0770], [0.4974, 4.0898, 0.8366], [2.6246, -0.4481, -3.6033], [1.5937, -1.7893, -2.7163], [-0.3242, -1.4363, -2.7964], [1.8557, -1.8258, -1.6672], [1.7380, -2.7350, -3.2211], [-2.7723, -0.5304, -0.8156], [-3.5646, -1.5299, -0.6978], [-3.2501, -2.6757, -0.3725], [-4.6191, -1.3157, -0.9163], [1.2275, -0.4673, 2.6885], [1.2222, -1.9569, 2.7331], [0.3914, -2.6428, 1.2398], [1.2950, -3.1900, 0.2080], [-0.6457, -1.5872, 0.8753], [-0.7069, -4.0160, 1.7757], [-1.4175, -4.3730, 0.5054], [1.9133, -0.0568, 1.9925], [1.4544, -0.0560, 3.5938], [0.3023, -0.0877, 2.4173], [0.6629, -2.2666, 3.6173], [2.2414, -2.3269, 2.8169], [-1.4512, -3.6972, 2.5026], [-0.1603, -4.8836, 2.1392], [-1.9979, -5.2032, 0.6112], [-0.7208, -4.5511, -0.2241], [-2.0529, -3.5764, 0.1642]]
}

---

# 4
{
  "formula": "C5H7NO",
  "method": "ωB97M-V/def2-TZVPD",
  "e_above_lowest_ev": 5.475,
  "homo_lumo_gap_ev": 10.35,
  "e_homo_ev": -9.35,
  "elements": ["C", "C", "C", "C", "C", "H", "H", "H", "H", "H", "H", "H", "N", "O"],
  "xyz": [[-1.2704, 0.1905, 0.5422], [-1.0157, -0.7589, -0.6068], [0.3540, -0.0356, -0.5449], [1.9012, 0.1222, -0.5640], [0.2030, 0.1825, 0.9478], [-1.5777, 1.1979, 0.1772], [-2.1185, -0.3688, 1.1824], [-1.6025, -0.7365, -1.5976], [-1.2456, -1.8385, -0.3272], [-0.0503, 1.0021, -0.9967], [2.5588, -0.3859, -1.1858], [0.5109, -0.7484, 1.4553], [2.2246, 0.9286, 0.3711], [1.1283, 1.2489, 1.1471]]
}